Record 1
This record from the OMol25 dataset describes C22H25N3O3SbTm as an isolated structure at a distorted geometry. The level of theory is wB97M-V/def2-TZVPD.

CARTESIAN COORDINATES (ANGSTROEM)
Tm -0.253 0.633 -0.001
C -0.916 1.775 3.032
C -0.259 0.443 3.247
C -0.003 -0.105 4.500
C 0.600 -1.344 4.574
C 0.943 -2.023 3.405
C 0.673 -1.438 2.181
N 0.082 -0.223 2.139
Sb 1.220 -2.513 0.401
C -0.681 -2.283 -0.599
C -1.023 -3.265 -1.509
C -2.309 -3.264 -2.048
C -3.225 -2.333 -1.618
C -2.838 -1.369 -0.683
C -3.840 -0.405 -0.137
N -1.574 -1.326 -0.238
C 2.298 -0.873 -0.495
C 3.332 -1.220 -1.342
C 4.198 -0.222 -1.793
C 4.045 1.065 -1.333
C 2.997 1.365 -0.461
C 2.873 2.723 0.149
N 2.118 0.415 -0.105
H -1.162 2.271 3.968
H -1.860 1.666 2.485
H -0.261 2.460 2.482
H -0.280 0.439 5.392
H 0.807 -1.789 5.538
H 1.414 -2.995 3.465
H -0.324 -4.045 -1.783
H -2.594 -4.017 -2.771
H -4.245 -2.342 -1.977
H -4.256 0.226 -0.921
H -3.417 0.241 0.631
H -4.658 -0.966 0.317
H 3.498 -2.250 -1.631
H 5.006 -0.471 -2.468
H 4.735 1.844 -1.627
H 3.046 3.513 -0.580
H 3.639 2.816 0.923
H 1.906 2.889 0.613
C -1.797 1.710 -3.824
C -0.605 1.976 -2.938
C 0.441 2.888 -3.521
O 0.018 0.681 -2.519
C -0.987 2.301 -1.487
O -1.949 1.653 -0.982
O -0.069 2.703 -0.708
H -1.473 1.305 -4.783
H -2.324 2.642 -4.030
H -2.486 1.016 -3.351
H 0.814 2.473 -4.459
H 1.268 3.030 -2.829
H 0.006 3.859 -3.756
H 0.420 0.220 -3.260

The calculation puts the LUMO energy (spin up / spin down) at -0.2255 / -0.2253 Eh. For the energy above the lowest of the compared OMol25 structures with the same formula, charge and spin, the calculation gives 1.16 kcal/mol. As for the spin multiplicity: 3. For the HOMO-LUMO gap (spin up / spin down), the calculation gives 0.340 / 0.340 Ha. For the HOMO energy (spin up / spin down), the calculation gives -15.4 / -15.4 eV. The net charge is +2.

***

Record 2
This record from the OMol25 dataset describes an isolated molecule of C22H25N3O4 at a distorted geometry. The level of theory is wB97M-V/def2-TZVPD.

CARTESIAN COORDINATES (ANGSTROEM)
C -5.257 -4.192 -0.345
C -4.738 -2.862 -0.886
C -4.858 -1.722 0.137
O -6.203 -1.517 0.521
C -4.359 -0.372 -0.409
C -2.898 -0.399 -0.861
C -2.456 0.994 -1.321
N -2.650 1.958 -0.267
C -1.704 2.609 0.433
O -1.969 3.333 1.382
C -0.272 2.466 0.045
C 0.787 2.811 0.925
C 1.912 2.607 0.179
C 3.365 2.791 0.494
O 4.220 2.004 -0.294
C 4.135 0.645 -0.206
C 5.014 -0.051 -1.069
C 5.044 -1.412 -1.090
C 4.191 -2.159 -0.247
N 4.242 -3.503 -0.293
C 3.449 -4.185 0.485
C 2.534 -3.601 1.378
C 2.465 -2.235 1.445
C 3.308 -1.461 0.621
C 3.299 -0.052 0.630
O 1.559 2.182 -1.043
N 0.214 2.094 -1.115
C -4.032 2.058 0.159
C -4.522 0.706 0.667
H -6.336 -4.169 -0.198
H -5.038 -4.990 -1.050
H -4.778 -4.434 0.602
H -5.296 -2.589 -1.783
H -3.689 -2.981 -1.155
H -4.259 -1.986 1.026
H -6.552 -2.347 0.861
H -4.996 -0.112 -1.262
H -2.757 -1.091 -1.690
H -2.266 -0.723 -0.031
H -1.411 0.989 -1.628
H -3.067 1.301 -2.178
H 0.694 3.154 1.933
H 3.524 2.610 1.567
H 3.656 3.824 0.271
H 5.652 0.540 -1.707
H 5.710 -1.951 -1.744
H 3.528 -5.262 0.410
H 1.905 -4.226 1.992
H 1.778 -1.740 2.118
H 2.616 0.445 1.304
H -4.087 2.811 0.946
H -4.637 2.383 -0.694
H -5.570 0.777 0.955
H -3.943 0.426 1.549

The calculation puts the LUMO energy at 0.0118 Eh. For the energy above the lowest of the compared OMol25 structures with the same formula, charge and spin, the calculation gives 69.69 kcal/mol. As for the spin multiplicity: 1. For the HOMO-LUMO gap, the calculation gives 0.327 Ha. For the HOMO energy, the calculation gives -8.6 eV.